{"formula": "C48H42N3O4PScSiTe", "method": "ωB97M-V with the def2-TZVPD basis set", "elements": ["Sc", "C", "C", "C", "C", "C", "C", "N", "N", "C", "C", "C", "C", "C", "C", "H", "H", "H", "H", "H", "H", "H", "H", "H", "O", "C", "C", "C", "C", "C", "C", "C", "P", "C", "C", "C", "C", "C", "C", "C", "C", "C", "C", "C", "C", "H", "H", "H", "H", "H", "H", "H", "H", "H", "H", "H", "H", "H", "H", "O", "N", "O", "O", "Te", "C", "C", "C", "C", "C", "C", "C", "C", "C", "C", "C", "C", "H", "H", "H", "H", "H", "H", "H", "H", "H", "H", "C", "Si", "C", "C", "C", "C", "H", "H", "H", "H", "H", "H", "H", "H", "H"], "xyz": [[-0.74, -0.77, -0.61], [4.93, -0.96, -1.41], [4.00, -1.36, -0.46], [2.66, -1.00, -0.57], [2.21, -0.23, -1.66], [3.17, 0.18, -2.60], [4.50, -0.18, -2.47], [0.87, 0.10, -1.76], [0.71, 1.22, -2.54], [-0.47, 1.73, -2.61], [-0.63, 3.08, -3.12], [-1.64, 3.85, -2.69], [-2.63, 3.35, -1.75], [-2.66, 2.04, -1.44], [-1.68, 1.11, -2.00], [5.97, -1.24, -1.31], [4.31, -1.94, 0.40], [1.98, -1.28, 0.22], [2.84, 0.79, -3.44], [5.21, 0.15, -3.22], [0.15, 3.46, -3.78], [-1.71, 4.88, -3.02], [-3.36, 4.03, -1.34], [-3.42, 1.63, -0.79], [-2.03, 0.01, 0.90], [-1.07, -0.07, 1.70], [-1.17, 0.54, 3.06], [-1.76, -0.12, 4.13], [-1.83, 0.50, 5.36], [-1.32, 1.78, 5.52], [-0.73, 2.45, 4.45], [-0.64, 1.83, 3.21], [0.08, 2.64, 1.71], [1.86, 2.26, 1.86], [2.64, 2.50, 0.73], [4.01, 2.25, 0.75], [4.60, 1.74, 1.90], [3.83, 1.48, 3.02], [2.47, 1.73, 3.00], [0.04, 4.40, 2.23], [1.10, 5.06, 2.84], [0.97, 6.40, 3.21], [-0.21, 7.08, 2.97], [-1.27, 6.43, 2.34], [-1.14, 5.10, 1.97], [-2.15, -1.12, 3.97], [-2.29, -0.01, 6.20], [-1.38, 2.27, 6.49], [-0.35, 3.45, 4.59], [2.17, 2.84, -0.18], [4.60, 2.42, -0.14], [5.66, 1.53, 1.90], [4.29, 1.06, 3.91], [1.87, 1.51, 3.88], [2.02, 4.54, 3.04], [1.80, 6.90, 3.69], [-0.31, 8.12, 3.25], [-2.19, 6.96, 2.14], [-1.95, 4.59, 1.46], [-1.54, -2.76, 0.49], [-1.86, -2.74, 1.74], [-2.12, -3.83, 2.22], [0.04, -0.57, 1.34], [0.06, -3.80, -1.49], [1.33, -4.27, -3.12], [1.10, -5.46, -3.81], [1.89, -5.81, -4.90], [2.91, -4.96, -5.31], [3.14, -3.77, -4.64], [2.35, -3.43, -3.55], [1.33, -4.61, 0.00], [0.79, -4.93, 1.24], [1.61, -5.45, 2.23], [2.95, -5.68, 1.99], [3.49, -5.38, 0.74], [2.68, -4.84, -0.25], [0.31, -6.12, -3.49], [1.70, -6.73, -5.42], [3.52, -5.23, -6.17], [3.93, -3.11, -4.95], [2.54, -2.50, -3.03], [-0.26, -4.76, 1.44], [1.18, -5.68, 3.20], [3.59, -6.09, 2.77], [4.54, -5.55, 0.54], [3.11, -4.60, -1.22], [-2.71, -3.69, -4.24], [-3.52, -2.68, -2.88], [-5.04, -1.83, -3.57], [-4.00, -3.76, -1.44], [-2.36, -1.36, -2.32], [-2.12, -0.14, -2.37], [-3.43, -4.39, -4.67], [-1.88, -4.28, -3.85], [-2.34, -3.05, -5.03], [-5.79, -2.56, -3.90], [-4.79, -1.18, -4.41], [-5.51, -1.20, -2.80], [-4.74, -4.50, -1.75], [-4.43, -3.16, -0.64], [-3.14, -4.28, -1.02]], "de_lowest_kj_mol": 0.0, "charge": -1, "molar_mass_g_mol": 956.5, "spin_multiplicity": 1}



{"formula": "C48H43AsBIN4O5Sn", "method": "ωB97M-V with the def2-TZVPD basis set", "elements": ["Sn", "C", "C", "N", "C", "C", "C", "O", "C", "C", "N", "C", "C", "C", "C", "C", "C", "I", "C", "O", "H", "H", "H", "H", "H", "H", "H", "H", "H", "H", "H", "H", "N", "C", "O", "C", "C", "C", "N", "C", "C", "H", "H", "H", "H", "H", "H", "C", "C", "C", "C", "C", "C", "As", "C", "C", "C", "C", "C", "C", "C", "C", "C", "C", "C", "C", "H", "H", "H", "H", "H", "H", "H", "H", "H", "H", "H", "H", "H", "C", "C", "C", "C", "C", "C", "C", "C", "O", "B", "O", "C", "C", "H", "H", "H", "H", "H", "H", "H", "H", "H", "H", "H", "H"], "xyz": [[0.24, -0.74, -0.71], [2.97, -5.28, 1.14], [3.41, -4.52, -0.07], [4.68, -4.65, -0.44], [5.11, -4.10, -1.56], [4.29, -3.43, -2.45], [4.83, -2.92, -3.77], [6.23, -2.95, -3.86], [2.96, -3.23, -2.07], [2.05, -2.65, -3.08], [1.05, -1.88, -2.90], [0.31, -1.51, -4.06], [0.90, -1.11, -5.25], [0.12, -0.84, -6.36], [-1.26, -0.94, -6.30], [-1.88, -1.30, -5.10], [-1.08, -1.56, -4.00], [-1.95, -2.14, -2.20], [2.54, -3.75, -0.84], [1.23, -3.55, -0.46], [3.66, -6.11, 1.29], [1.96, -5.68, 1.03], [2.99, -4.66, 2.04], [6.17, -4.21, -1.78], [4.55, -1.87, -3.90], [4.37, -3.48, -4.60], [6.52, -3.82, -4.16], [2.29, -2.94, -4.11], [1.98, -1.01, -5.31], [0.59, -0.54, -7.28], [-1.87, -0.74, -7.17], [-2.96, -1.37, -5.04], [-3.55, 2.71, 4.57], [-3.83, 2.60, 3.26], [-4.69, 3.24, 2.68], [-2.97, 1.65, 2.45], [-1.60, 1.56, 2.62], [-0.88, 0.80, 1.71], [-1.45, 0.15, 0.70], [-2.79, 0.20, 0.58], [-3.58, 0.94, 1.43], [-4.11, 3.33, 5.13], [-2.90, 2.09, 5.03], [-1.08, 2.11, 3.39], [0.20, 0.73, 1.79], [-3.23, -0.35, -0.25], [-4.65, 1.00, 1.28], [0.79, 3.82, -6.21], [1.58, 4.11, -5.10], [1.35, 3.47, -3.89], [0.32, 2.54, -3.81], [-0.46, 2.23, -4.91], [-0.23, 2.88, -6.11], [-0.07, 1.69, -2.13], [-1.86, 2.29, -1.73], [-3.04, 1.89, -2.33], [-4.23, 2.48, -1.93], [-4.23, 3.44, -0.93], [-3.04, 3.83, -0.32], [-1.84, 3.26, -0.73], [-0.51, 3.56, -0.16], [-0.24, 4.45, 0.87], [1.06, 4.61, 1.32], [2.11, 3.88, 0.77], [1.86, 2.99, -0.27], [0.56, 2.85, -0.73], [0.97, 4.33, -7.14], [2.37, 4.85, -5.18], [1.96, 3.71, -3.03], [-1.26, 1.51, -4.84], [-0.85, 2.66, -6.97], [-3.05, 1.14, -3.12], [-5.17, 2.19, -2.39], [-5.16, 3.89, -0.60], [-3.07, 4.58, 0.46], [-1.04, 5.02, 1.32], [1.27, 5.31, 2.12], [3.12, 4.02, 1.13], [2.68, 2.43, -0.71], [0.71, 0.10, 6.22], [-0.29, -1.06, 6.21], [0.25, -2.20, 7.09], [-1.61, -0.57, 6.80], [-0.46, -1.59, 4.78], [-1.71, -1.79, 4.21], [-1.89, -2.33, 2.94], [-0.75, -2.65, 2.25], [-0.62, -3.17, 0.96], [0.75, -3.28, 0.78], [1.47, -2.86, 1.88], [0.51, -2.46, 2.80], [0.69, -1.94, 4.05], [0.75, 0.55, 7.21], [0.42, 0.88, 5.51], [1.72, -0.22, 5.97], [0.38, -1.85, 8.12], [1.22, -2.55, 6.74], [-0.44, -3.04, 7.11], [-1.43, -0.12, 7.78], [-2.32, -1.39, 6.94], [-2.09, 0.18, 6.16], [-2.60, -1.55, 4.78], [-2.88, -2.50, 2.52], [1.69, -1.82, 4.46]], "de_lowest_kj_mol": 24.5, "charge": 2, "molar_mass_g_mol": 1087.2, "spin_multiplicity": 1}



{"formula": "C48H43CdN10O5S5", "method": "ωB97M-V with the def2-TZVPD basis set", "elements": ["Cd", "C", "N", "C", "C", "C", "C", "C", "C", "N", "C", "C", "C", "C", "C", "C", "N", "C", "C", "C", "C", "C", "N", "H", "H", "H", "H", "H", "H", "H", "H", "H", "H", "H", "H", "H", "H", "H", "H", "H", "H", "N", "C", "C", "C", "C", "C", "C", "S", "O", "O", "N", "C", "S", "C", "C", "N", "H", "H", "H", "H", "H", "H", "H", "H", "C", "O", "C", "S", "S", "H", "H", "H", "O", "C", "O", "C", "C", "C", "C", "S", "C", "C", "H", "H", "H", "H", "H", "N", "C", "C", "C", "C", "C", "C", "N", "C", "C", "C", "C", "N", "C", "C", "H", "H", "H", "H", "H", "H", "H", "H", "H"], "xyz": [[0.04, -0.78, -0.64], [-2.10, -3.47, -1.23], [-1.13, -2.73, -2.03], [-1.76, -1.87, -3.02], [-2.54, -0.73, -2.44], [-2.83, 0.35, -3.41], [-3.70, 1.52, -2.92], [-3.99, 1.45, -1.45], [-3.51, 0.46, -0.70], [-2.77, -0.65, -1.19], [-0.11, -3.61, -2.62], [1.30, -3.40, -2.12], [2.32, -4.14, -2.72], [3.61, -4.02, -2.24], [3.84, -3.20, -1.14], [2.79, -2.49, -0.62], [1.54, -2.58, -1.11], [-1.60, -3.76, 0.17], [-1.96, -4.92, 0.83], [-1.50, -5.15, 2.11], [-0.67, -4.21, 2.69], [-0.35, -3.07, 1.97], [-0.82, -2.84, 0.74], [-2.37, -4.42, -1.71], [-3.00, -2.87, -1.13], [-2.40, -2.41, -3.73], [-0.95, -1.42, -3.61], [-3.13, -0.05, -4.39], [-4.62, 1.69, -3.49], [-4.59, 2.23, -1.01], [-3.70, 0.43, 0.36], [-0.09, -3.48, -3.70], [-0.37, -4.65, -2.42], [2.10, -4.75, -3.58], [4.42, -4.56, -2.71], [4.83, -3.08, -0.73], [2.92, -1.82, 0.21], [-2.60, -5.64, 0.33], [-1.78, -6.05, 2.65], [-0.25, -4.33, 3.68], [0.32, -2.33, 2.38], [7.68, -2.35, 3.87], [6.34, -1.95, 3.84], [5.93, -0.79, 4.50], [4.60, -0.41, 4.49], [3.67, -1.19, 3.83], [4.06, -2.35, 3.18], [5.39, -2.73, 3.19], [1.96, -0.72, 3.80], [1.21, -1.84, 4.30], [1.86, 0.54, 4.51], [1.59, -0.59, 2.25], [2.08, 0.40, 1.48], [3.03, 1.78, 2.00], [3.10, 2.36, 0.37], [2.41, 1.53, -0.44], [1.84, 0.43, 0.18], [8.34, -1.61, 4.04], [7.96, -2.95, 3.11], [6.67, -0.18, 5.01], [4.27, 0.50, 4.98], [3.31, -2.95, 2.67], [5.70, -3.64, 2.68], [3.64, 3.25, 0.12], [2.30, 1.63, -1.51], [4.73, -0.84, -6.61], [3.40, -1.29, -6.38], [2.85, -1.23, -5.14], [3.74, -0.75, -3.80], [1.24, -1.75, -5.12], [4.73, -0.32, -7.57], [5.40, -1.70, -6.66], [5.07, -0.18, -5.82], [-2.32, 3.85, -8.01], [-2.85, 4.06, -6.78], [-3.68, 4.91, -6.65], [-2.35, 3.18, -5.68], [-2.88, 3.37, -4.47], [-2.56, 2.52, -3.29], [-1.60, 1.32, -3.57], [-0.23, 1.23, -2.37], [-0.98, 1.28, -4.93], [-1.33, 2.14, -5.89], [-1.67, 3.13, -7.97], [-3.61, 4.17, -4.34], [-2.25, 3.13, -2.44], [-0.21, 0.54, -5.09], [-0.79, 2.09, -6.83], [-3.27, 2.84, 5.20], [-3.74, 3.95, 5.87], [-4.38, 4.12, 7.08], [-4.71, 5.42, 7.44], [-4.40, 6.50, 6.60], [-3.76, 6.32, 5.39], [-3.42, 5.02, 5.02], [-2.78, 4.56, 3.88], [-2.71, 3.27, 4.03], [-2.10, 2.35, 3.05], [-2.09, 0.98, 3.23], [-1.52, 0.18, 2.26], [-0.96, 0.67, 1.15], [-0.95, 1.99, 0.99], [-1.52, 2.86, 1.90], [-3.30, 1.89, 5.53], [-4.62, 3.29, 7.73], [-5.22, 5.60, 8.38], [-4.68, 7.50, 6.92], [-3.52, 7.15, 4.74], [-2.51, 0.51, 4.11], [-1.49, -0.90, 2.38], [-0.48, 2.35, 0.08], [-1.51, 3.93, 1.73]], "de_lowest_kj_mol": 304.9, "charge": -1, "molar_mass_g_mol": 1112.7, "spin_multiplicity": 1}



{"formula": "C48H44N7O3TeV", "method": "ωB97M-V with the def2-TZVPD basis set", "elements": ["V", "C", "C", "C", "C", "C", "C", "C", "C", "N", "C", "O", "C", "C", "C", "C", "C", "N", "C", "O", "N", "C", "C", "C", "C", "C", "C", "C", "C", "H", "H", "H", "H", "H", "H", "H", "H", "H", "H", "H", "H", "H", "H", "H", "H", "H", "H", "H", "H", "H", "N", "C", "N", "C", "N", "C", "C", "C", "C", "C", "C", "Te", "N", "C", "O", "C", "C", "C", "C", "C", "C", "C", "C", "C", "C", "C", "C", "C", "C", "C", "C", "H", "H", "H", "H", "H", "H", "H", "H", "H", "H", "H", "H", "H", "H", "H", "H", "H", "H", "H", "H", "H", "H", "H"], "xyz": [[1.63, -0.03, -0.52], [-0.88, 1.82, -2.81], [0.52, 2.26, -3.15], [0.82, 2.63, -4.49], [2.07, 3.02, -4.89], [3.12, 3.19, -3.93], [2.84, 3.02, -2.58], [3.83, 3.26, -1.49], [1.57, 2.41, -2.25], [1.41, 1.97, -0.85], [1.33, 2.83, 0.14], [1.01, 4.00, 0.11], [1.70, 2.17, 1.45], [1.86, 2.83, 2.69], [2.33, 2.01, 3.65], [2.72, 0.67, 3.49], [2.56, 0.11, 2.26], [2.01, 0.88, 1.31], [2.98, -1.29, 1.69], [3.54, -2.09, 2.46], [2.73, -1.37, 0.35], [3.53, -2.34, -0.38], [2.89, -3.55, -0.74], [1.43, -3.77, -0.32], [3.52, -4.37, -1.63], [4.84, -4.07, -2.01], [5.48, -2.99, -1.46], [4.81, -2.02, -0.69], [5.55, -0.85, -0.07], [-1.17, 1.07, -3.52], [-1.59, 2.59, -2.92], [-0.84, 1.53, -1.77], [0.11, 2.25, -5.24], [2.27, 3.19, -5.99], [4.12, 3.39, -4.29], [4.86, 3.34, -1.86], [3.79, 2.50, -0.68], [3.62, 4.23, -1.03], [1.62, 3.82, 2.88], [2.33, 2.43, 4.63], [3.14, 0.14, 4.38], [1.39, -3.57, 0.77], [1.11, -4.86, -0.45], [0.65, -3.11, -0.78], [3.13, -5.41, -1.92], [5.40, -4.70, -2.73], [6.57, -2.98, -1.79], [6.43, -0.59, -0.53], [5.75, -1.09, 0.98], [4.91, 0.05, -0.03], [6.25, -0.32, -4.72], [5.19, -0.66, -4.49], [3.93, -1.01, -4.24], [3.31, -0.56, -3.21], [2.68, -0.30, -2.27], [-7.71, 0.85, 0.49], [-6.24, 0.76, 0.83], [-5.48, 1.87, 0.68], [-4.07, 1.89, 0.59], [-3.39, 3.18, 0.28], [-3.46, 0.69, 0.96], [-1.38, 0.99, 1.19], [-0.38, -0.27, 0.11], [-0.70, -0.89, -1.03], [0.35, -1.15, -1.66], [-2.03, -1.34, -1.39], [-2.30, -2.72, -1.44], [-3.60, -3.11, -1.81], [-4.51, -2.15, -2.28], [-4.18, -0.83, -2.40], [-2.98, -0.37, -1.82], [-1.20, 0.31, 3.16], [-1.86, 1.23, 3.97], [-1.85, 1.15, 5.38], [-1.00, 0.16, 5.93], [-0.37, -0.83, 5.13], [-0.45, -0.78, 3.70], [0.08, -1.98, 3.00], [-4.25, -0.48, 1.34], [-3.66, -1.82, 1.81], [-5.60, -0.43, 1.24], [-8.38, 1.15, 1.29], [-8.05, -0.05, 0.09], [-7.92, 1.55, -0.33], [-6.01, 2.78, 0.38], [-4.14, 3.90, -0.17], [-2.63, 2.98, -0.52], [-2.89, 3.57, 1.14], [-1.50, -3.39, -1.08], [-3.95, -4.12, -1.81], [-5.53, -2.42, -2.53], [-4.97, -0.17, -2.82], [-2.82, 0.69, -1.72], [-2.42, 2.07, 3.44], [-2.27, 1.97, 5.89], [-0.80, 0.22, 6.99], [0.12, -1.62, 5.62], [0.02, -1.94, 1.92], [-0.60, -2.81, 3.31], [1.07, -2.22, 3.33], [-3.05, -1.73, 2.74], [-3.03, -2.28, 0.97], [-4.53, -2.46, 1.95], [-6.21, -1.30, 1.47]], "de_lowest_kj_mol": 0.5, "charge": 1, "molar_mass_g_mol": 945.5, "spin_multiplicity": 2}



What electronic energy values result from the calculations? In sequence: -108280.7278, -142110.5468, -134356.5862, -100036.6738 eV.